Record 1
Entry from OMol25: the molecule C5H9NO (ωB97M-V/def2-TZVPD).

```
16
Properties=species:S:1:pos:R:3:forces:R:3:mulliken_charge:R:1
H -0.907 3.173 0.886 -0.125 -0.121 -0.111 0.1835
C -1.726 2.506 0.562 0.419 0.355 0.764 -0.2665
C 1.803 -0.920 0.036 -2.872 0.821 -1.673 -0.5911
O 1.695 -2.223 0.511 0.069 -0.308 0.219 -0.5140
N -1.592 1.279 0.346 2.776 -1.340 0.867 -0.3737
H -1.712 -0.832 -1.066 -0.049 -0.089 -0.127 0.3798
H 2.378 -0.264 0.696 -0.347 0.129 -0.039 0.3249
H -0.376 -0.924 -2.236 -0.022 -0.017 -0.042 0.2741
H 2.263 -0.960 -0.950 0.254 -0.110 0.110 0.3170
C -0.009 0.648 0.568 -5.813 4.045 -0.708 -0.3535
H 0.610 1.296 1.171 0.213 -0.415 0.116 0.3216
H -2.722 2.957 0.556 0.052 -0.052 -0.374 0.2529
H -0.511 -2.155 -0.977 0.034 0.034 0.021 0.2720
H 1.312 -2.207 1.396 0.012 0.041 -0.094 0.3341
C -0.665 -1.098 -1.198 -0.381 0.291 -0.050 -1.0483
C 0.156 -0.275 -0.301 5.780 -3.266 1.122 0.4871
```
Positions in Å, forces in eV/Å.

The SMILES is C=N/C=C(\C)CO. The value obtained for the calculated total energy is -8865.0394 eV. The orbital gap comes out at 9.747 eV. For the energy above the lowest of the compared OMol25 structures with the same formula, charge and spin, the calculation gives 402.7 kJ/mol.


Record 2
Entry from OMol25: a cluster of 2 separate species, C5H9NO in total (ωB97M-V/def2-TZVPD).

```
16
Properties=species:S:1:pos:R:3:forces:R:3:mulliken_charge:R:1
H 1.800 0.618 -1.887 -0.001 -0.045 0.132 0.2995
H -1.226 -0.794 2.828 0.044 -0.136 -0.062 0.3275
H -1.480 0.957 0.371 0.130 -0.056 -0.078 0.4284
C 0.530 0.787 -0.153 -0.214 -0.077 -0.032 0.5812
H -1.769 -0.389 -1.914 0.030 -0.042 0.127 0.3370
C 0.844 1.929 0.672 0.207 0.788 0.598 0.1535
H -0.518 -1.472 -1.288 -0.097 0.122 0.021 0.3107
C -0.751 0.390 -0.205 0.145 0.127 -0.063 -0.2005
H 1.525 -0.913 -1.043 0.010 0.154 0.007 0.3374
H -0.120 -0.960 1.796 -0.108 -0.058 0.046 0.3197
O -0.914 -1.391 2.136 0.039 0.119 0.169 -0.6480
N 1.111 2.830 1.351 -0.240 -0.869 -0.671 -0.4634
C 1.684 0.159 -0.899 0.046 -0.056 -0.036 -1.3131
H -2.046 -1.290 -0.411 0.089 0.085 -0.085 0.3251
H 2.623 0.296 -0.358 -0.139 -0.003 -0.050 0.3851
C -1.292 -0.758 -0.997 0.058 -0.054 -0.023 -1.1800
```
Positions in Å, forces in eV/Å.

The SMILES is C/C=C(\C)C#N.O. The value obtained for the calculated total energy is -8867.7831 eV. The orbital gap comes out at 10.483 eV. For the energy above the lowest of the compared OMol25 structures with the same formula, charge and spin, the calculation gives 137.9 kJ/mol.